{"formula": "C21H15F6N2O8S4", "method": "ωB97M-V/def2-TZVPD", "elements": ["F", "C", "F", "F", "S", "C", "C", "C", "C", "C", "N", "O", "O", "C", "C", "O", "O", "H", "H", "H", "H", "H", "F", "C", "F", "F", "S", "N", "S", "C", "C", "C", "C", "C", "C", "O", "O", "S", "C", "C", "C", "C", "C", "C", "O", "O", "H", "H", "H", "H", "H", "H", "H", "H", "H", "H"], "coordinates": [[3.020274, 0.403643, -4.149454], [2.227254, -0.099324, -3.190486], [1.456123, -1.099115, -3.700166], [2.971874, -0.578660, -2.163623], [1.119924, 1.274935, -2.533127], [-0.159007, 0.546610, -1.233752], [-1.426903, 0.303413, -2.005078], [-2.105489, -0.929809, -2.122052], [-3.306175, -0.960587, -2.812214], [-3.862656, 0.198834, -3.354925], [-4.993870, 0.134550, -4.204308], [-5.401684, 1.183937, -4.758217], [-5.603602, -0.946036, -4.366611], [-3.228584, 1.426032, -3.151762], [-2.037959, 1.489220, -2.449739], [2.004453, 2.172432, -1.828011], [0.357825, 1.716781, -3.686358], [0.326575, -0.296759, -0.802225], [-1.663167, -1.794113, -1.673975], [-3.832182, -1.884522, -2.964847], [-3.631306, 2.344486, -3.557383], [-1.597528, 2.460444, -2.229934], [-0.349848, -2.342337, 3.835782], [0.615893, -2.256324, 2.879525], [1.818607, -2.357546, 3.510736], [0.501129, -3.335994, 2.056315], [0.324270, -0.684624, 1.857263], [1.262991, 1.276907, 1.298893], [2.883792, 1.364858, 1.639416], [3.441022, -0.297820, 1.167403], [4.793364, -0.677670, 1.293838], [5.135173, -2.000066, 0.969266], [4.185826, -2.905982, 0.458366], [2.879724, -2.474269, 0.262828], [2.554432, -1.182640, 0.607344], [3.473427, 2.284504, 0.669315], [3.089946, 1.575108, 3.028521], [0.022979, 2.154411, 1.025644], [-1.453045, 1.597851, 1.869317], [-2.110020, 0.388503, 1.535923], [-2.871228, -0.276093, 2.511298], [-3.091855, 0.319097, 3.749892], [-2.546891, 1.581764, 4.019152], [-1.781095, 2.259603, 3.062425], [0.210295, 3.568999, 1.172041], [-0.322141, 1.838256, -0.519194], [5.542015, 0.043363, 1.672648], [6.161616, -2.358165, 1.129020], [4.441247, -3.931486, 0.190623], [2.078024, -3.082728, -0.131854], [1.454589, -0.892968, 0.519635], [-1.994915, -0.070858, 0.549574], [-3.254779, -1.272602, 2.293328], [-3.695853, -0.199362, 4.499842], [-2.700598, 2.045148, 4.991105], [-1.332269, 3.234750, 3.263017]], "atomic_forces_ev_per_a": [[-0.7, -0.5, 0.7], [0.1, -0.5, 0.7], [0.8, 0.8, 0.4], [-0.7, 0.4, -1.5], [0.3, 1.0, 0.0], [0.3, 2.4, -1.7], [-0.9, 0.6, 0.9], [0.7, 1.6, -0.3], [-0.4, -0.1, -0.3], [2.1, 0.2, 0.8], [-3.7, 0.1, -2.0], [1.2, -1.7, 1.1], [1.5, 1.5, 0.6], [0.0, 0.2, -0.1], [-0.5, -0.5, -0.2], [-0.7, -0.9, -0.7], [0.7, -0.4, 0.5], [0.2, -0.3, 1.2], [0.0, -0.5, 0.1], [-0.1, -0.3, 0.0], [-0.2, -0.2, 0.0], [-0.1, -0.4, -0.3], [0.4, -0.7, 0.3], [-1.3, 2.1, -2.0], [-0.8, 0.0, -0.3], [0.2, -0.8, 0.7], [-1.3, -4.5, 5.0], [-1.4, 3.0, -1.2], [-0.3, 0.8, -2.7], [0.8, 0.1, 0.0], [-0.4, 0.2, 0.5], [0.2, -0.2, -0.1], [-0.2, 0.2, 0.1], [0.9, 0.0, 0.1], [-1.1, 0.7, -1.4], [-0.3, -0.8, 1.4], [0.2, 0.0, 0.7], [4.2, -0.8, 0.5], [-1.0, -0.1, 0.2], [0.3, 0.1, 0.4], [-0.4, 0.7, -0.5], [0.3, 0.2, -0.2], [-0.2, 0.2, -0.2], [0.7, -0.7, 0.0], [-1.2, -0.2, -0.3], [-0.6, -1.6, -0.5], [-0.5, -0.6, -0.2], [-0.4, 0.3, -0.1], [0.2, 0.2, 0.2], [0.2, -0.3, -0.1], [2.4, -0.5, -0.5], [0.1, 0.2, 0.6], [0.0, 0.3, 0.0], [0.3, 0.2, -0.2], [-0.1, 0.0, -0.2], [-0.1, -0.4, 0.1]], "mulliken_charge": [-0.19, 0.65, -0.23, -0.15, 1.02, 0.68, 0.19, -0.51, -0.66, -0.14, 0.94, -0.59, -0.60, -0.71, -0.42, -0.53, -0.64, 0.06, 0.67, 0.52, 0.46, 0.53, -0.22, 0.45, -0.24, -0.25, -0.02, -0.05, 1.14, 0.80, -0.69, -0.57, -0.83, -0.57, 0.48, -0.64, -0.68, 1.08, 0.39, -0.16, -0.35, -0.47, -0.50, -0.99, -0.71, -0.23, 0.37, 0.32, 0.37, 0.44, -0.83, 0.28, 0.39, 0.36, 0.37, 0.45], "largest_force_ha_per_bohr": 0.133, "mol_weight_g_mol": 665.6, "e_homo_ev": -3.5, "total_charge": -1, "total_energy_ev": -101018.32548, "de_lowest_kj_mol": 402.6}

---

{"formula": "C16H23CuN5OS2", "method": "ωB97M-V/def2-TZVPD", "elements": ["Cu", "N", "C", "C", "C", "C", "C", "N", "C", "C", "C", "C", "C", "N", "H", "H", "H", "H", "H", "H", "H", "H", "H", "S", "C", "N", "C", "C", "C", "N", "H", "H", "H", "H", "H", "H", "H", "H", "C", "S", "C", "O", "H", "H", "H", "H", "H", "H"], "coordinates": [[0.749607, -0.367873, 0.062582], [2.335384, -2.363630, -1.893430], [1.021438, -2.710507, -1.664466], [0.532867, -3.871403, -2.277575], [-0.775759, -4.232119, -2.092983], [-1.607093, -3.437322, -1.296133], [-1.063949, -2.327478, -0.717718], [0.231649, -1.965171, -0.890533], [3.111915, -1.308001, -1.445445], [4.445768, -1.252615, -1.858461], [5.237814, -0.217341, -1.427333], [4.703075, 0.755131, -0.579214], [3.391446, 0.634017, -0.213863], [2.597991, -0.375760, -0.645894], [2.827317, -3.002746, -2.497856], [1.194004, -4.470140, -2.890498], [-1.161317, -5.127192, -2.562730], [-2.646001, -3.685896, -1.137356], [-1.651591, -1.670764, -0.085830], [4.842708, -2.025080, -2.504517], [6.271595, -0.162140, -1.741306], [5.299763, 1.575399, -0.208640], [2.926508, 1.343715, 0.460056], [0.619852, -0.430793, 2.397847], [-0.982616, 0.159151, 2.724417], [-2.018277, -0.673297, 2.686981], [-3.391948, -0.274902, 3.026579], [-3.555065, 1.197524, 2.695981], [-2.483232, 1.979088, 3.434468], [-1.172722, 1.419771, 3.077956], [-1.799983, -1.645834, 2.539264], [-3.573682, -0.454098, 4.087707], [-4.081432, -0.895737, 2.459111], [-4.546453, 1.548301, 2.972685], [-3.427772, 1.341620, 1.620102], [-2.628341, 1.909903, 4.513805], [-2.494526, 3.032546, 3.162711], [-0.345934, 1.989257, 3.156547], [-0.476645, 2.516674, -2.707585], [0.137387, 2.614355, -1.036054], [-0.981560, 3.849623, -0.408012], [-0.312001, 1.316892, -0.355044], [-1.558261, 2.391023, -2.696102], [0.007148, 1.663918, -3.180194], [-0.192644, 3.431631, -3.229143], [-0.718493, 4.809381, -0.854171], [-0.831702, 3.898495, 0.668942], [-2.006260, 3.570428, -0.649650]], "atomic_forces_ev_per_a": [[0.1, -0.1, 0.4], [0.0, 0.0, 0.0], [0.0, 0.1, 0.1], [0.0, -0.1, -0.1], [0.0, 0.0, 0.0], [0.0, 0.0, 0.0], [0.0, 0.0, 0.0], [-0.1, 0.0, 0.0], [-0.1, 0.0, 0.0], [0.1, 0.0, 0.0], [0.0, 0.0, 0.0], [0.0, 0.0, 0.0], [0.0, 0.0, 0.0], [-0.1, 0.2, 0.0], [0.0, 0.0, 0.0], [0.0, 0.0, 0.0], [0.0, 0.0, 0.0], [0.0, 0.0, 0.0], [0.0, 0.0, 0.0], [0.0, 0.0, 0.0], [0.0, 0.0, 0.0], [0.0, 0.0, 0.0], [0.0, 0.0, 0.0], [-0.1, -0.1, -0.2], [0.0, 0.0, 0.1], [0.0, 0.1, -0.1], [0.0, 0.0, 0.0], [0.1, 0.0, -0.1], [0.0, 0.0, 0.0], [0.0, 0.1, 0.0], [0.0, 0.0, 0.0], [0.0, 0.0, 0.0], [0.0, 0.0, 0.0], [0.0, 0.0, 0.1], [-0.1, 0.0, 0.0], [0.0, 0.0, 0.0], [0.0, 0.0, 0.0], [0.0, 0.0, 0.0], [0.0, 0.0, 0.0], [0.0, -0.1, 0.0], [0.0, 0.0, 0.0], [0.0, 0.1, -0.1], [0.0, 0.0, 0.0], [0.0, 0.0, 0.0], [0.0, 0.0, 0.0], [0.0, 0.0, 0.0], [0.0, 0.0, 0.0], [0.0, 0.0, 0.0]], "mulliken_spin": [0.72, 0.00, 0.01, 0.01, 0.00, 0.00, 0.00, 0.10, 0.00, 0.00, 0.00, 0.01, -0.01, 0.08, 0.00, 0.00, 0.00, 0.00, 0.01, 0.00, 0.00, 0.00, 0.00, 0.07, 0.00, 0.00, 0.00, 0.00, 0.00, 0.00, 0.00, 0.00, 0.00, 0.00, 0.00, 0.00, 0.00, 0.00, 0.00, 0.00, 0.00, 0.00, 0.00, 0.00, 0.00, 0.00, 0.00, 0.00], "largest_force_ha_per_bohr": 0.008, "spin_multiplicity": 2, "mol_weight_g_mol": 429.1, "e_homo_ev": [-14.4, -14.4], "total_charge": 2, "total_energy_ev": -92761.27973, "de_lowest_kj_mol": 23.8}